--- A ---
{
  "formula": "H26O13",
  "method": "wB97M-V/def2-TZVPD",
  "species": ["H", "H", "H", "H", "H", "H", "H", "H", "H", "H", "H", "H", "H", "H", "H", "H", "H", "H", "H", "H", "H", "H", "H", "H", "H", "H", "O", "O", "O", "O", "O", "O", "O", "O", "O", "O", "O", "O", "O"],
  "xyz": [[0.068, -0.076, 0.322], [-0.407, 1.113, 0.975], [3.972, -0.290, -0.614], [4.866, 0.298, -1.588], [-3.148, 1.311, -1.394], [-4.188, 1.427, -2.431], [0.680, -1.245, -3.745], [1.614, -0.779, -2.667], [-0.434, -3.478, -0.003], [-1.376, -3.946, -1.003], [3.470, 5.118, 1.712], [2.844, 3.955, 0.818], [0.371, 3.770, 1.688], [-0.339, 3.785, 0.404], [1.096, 0.756, -2.550], [-0.218, 1.267, -2.015], [-3.085, 2.833, 0.738], [-2.479, 1.546, 0.741], [-2.304, -0.468, 2.896], [-2.350, -1.527, 1.879], [1.310, -2.953, 3.095], [-0.158, -2.955, 2.687], [3.633, -3.297, -0.222], [3.402, -1.945, -0.557], [-1.578, -1.126, -1.437], [-2.520, -2.300, -1.186], [-0.731, 0.461, 0.406], [4.352, -0.476, -1.480], [-4.018, 1.664, -1.493], [0.856, -1.309, -2.799], [-1.432, -3.492, -0.170], [3.615, 4.216, 1.329], [-0.315, 3.369, 1.255], [0.707, 1.236, -1.817], [-2.957, 2.055, 0.117], [-1.695, -1.186, 2.510], [0.444, -2.806, 3.488], [3.341, -2.458, 0.177], [-2.512, -1.374, -1.090]],
  "nbo_charge": [0.471, 0.475, 0.473, 0.480, 0.479, 0.428, 0.473, 0.461, 0.477, 0.461, 0.477, 0.471, 0.461, 0.478, 0.445, 0.482, 0.467, 0.469, 0.464, 0.475, 0.458, 0.474, 0.468, 0.458, 0.468, 0.465, -0.947, -0.950, -0.916, -0.928, -0.932, -0.947, -0.936, -0.933, -0.929, -0.939, -0.932, -0.929, -0.940],
  "homo_lumo_gap_ev": 9.603,
  "homo_energy_ev": -9.81
}

=====

--- B ---
{
  "formula": "H26O13",
  "method": "wB97M-V/def2-TZVPD",
  "species": ["O", "H", "H", "O", "H", "H", "O", "H", "H", "O", "H", "H", "O", "H", "H", "O", "H", "H", "O", "H", "H", "O", "H", "H", "O", "H", "H", "O", "H", "H", "O", "H", "H", "O", "H", "H", "O", "H", "H"],
  "xyz": [[-7.830, 3.945, 3.523], [-7.868, 3.361, 4.276], [-6.889, 4.255, 3.448], [-6.325, 4.768, 7.640], [-6.275, 5.387, 8.404], [-5.786, 3.946, 7.744], [-4.704, 8.399, 5.248], [-5.590, 8.354, 4.893], [-4.231, 8.945, 4.641], [-7.040, 6.746, 2.913], [-7.678, 6.370, 2.291], [-7.312, 6.433, 3.781], [-9.987, 7.126, 6.461], [-10.073, 7.030, 5.526], [-9.714, 6.314, 6.914], [-7.318, 7.424, 5.867], [-6.965, 6.630, 6.319], [-8.292, 7.471, 6.121], [-3.851, 5.683, 6.212], [-4.676, 5.572, 6.693], [-3.925, 6.641, 5.937], [-9.086, 4.699, 7.687], [-9.527, 4.943, 8.531], [-8.127, 4.596, 7.848], [-5.423, 9.327, 8.182], [-5.207, 8.958, 7.286], [-6.130, 9.950, 7.939], [-5.115, 4.666, 3.325], [-5.468, 5.497, 2.940], [-4.659, 4.924, 4.158], [-9.990, 7.348, 9.220], [-10.085, 7.993, 9.950], [-10.382, 7.711, 8.427], [-10.090, 5.788, 3.788], [-9.338, 5.186, 3.737], [-10.715, 5.589, 3.056], [-6.956, 6.857, 9.107], [-6.434, 7.617, 8.839], [-7.902, 7.035, 8.933]],
  "nbo_charge": [-1.005, 0.480, 0.510, -1.024, 0.527, 0.498, -0.978, 0.509, 0.482, -0.968, 0.482, 0.495, -1.010, 0.515, 0.513, -1.027, 0.484, 0.504, -0.982, 0.475, 0.495, -0.992, 0.487, 0.505, -0.965, 0.499, 0.472, -0.988, 0.498, 0.503, -0.986, 0.487, 0.504, -0.999, 0.505, 0.483, -1.004, 0.510, 0.507],
  "homo_lumo_gap_ev": 11.436,
  "homo_energy_ev": -11.25
}

=====

In hartree, relative to the most stable structure: A 0.2161; B 0.0000.

=====

--- A ---
{
  "formula": "H26O13",
  "method": "wB97M-V/def2-TZVPD",
  "species": ["O", "H", "H", "O", "H", "H", "O", "H", "H", "O", "H", "H", "O", "H", "H", "O", "H", "H", "O", "H", "H", "O", "H", "H", "O", "H", "H", "O", "H", "H", "O", "H", "H", "O", "H", "H", "O", "H", "H"],
  "xyz": [[2.207, -0.220, -0.893], [1.948, -0.384, 0.009], [2.477, -1.038, -1.295], [-0.997, 3.045, 0.206], [-1.430, 2.508, 0.875], [-0.002, 2.804, 0.260], [-1.550, 2.505, 2.725], [-0.579, 2.400, 2.714], [-1.925, 1.728, 3.057], [-0.932, -3.030, 2.645], [-1.861, -2.663, 2.527], [-1.145, -3.616, 1.826], [2.940, -0.323, 1.840], [3.549, -1.011, 1.438], [2.171, -0.789, 2.184], [-0.333, -0.431, -3.853], [-0.044, -0.049, -3.069], [-1.294, -0.453, -3.968], [0.110, -0.942, 1.357], [-0.188, -0.642, 2.201], [-0.432, -1.760, 1.414], [2.996, 1.347, -2.758], [2.779, 0.478, -3.156], [3.664, 1.169, -2.064], [-2.437, -1.575, 0.444], [-1.696, -1.153, -0.188], [-3.128, -1.161, -0.096], [1.065, 1.713, 1.538], [0.564, 0.884, 1.118], [1.835, 1.361, 1.961], [-3.651, 1.039, -0.016], [-3.214, 1.684, 0.466], [-3.137, 0.678, -0.757], [-0.581, 1.045, -1.149], [0.361, 1.192, -0.978], [-0.842, 1.904, -1.429], [1.208, -2.797, -2.234], [0.401, -2.661, -1.759], [1.120, -2.790, -3.143]],
  "nbo_charge": [-0.983, 0.487, 0.485, -0.985, 0.476, 0.487, -0.954, 0.503, 0.465, -0.933, 0.486, 0.477, -0.974, 0.494, 0.488, -0.973, 0.494, 0.476, -0.990, 0.473, 0.507, -0.941, 0.466, 0.477, -0.977, 0.489, 0.485, -1.012, 0.504, 0.501, -0.950, 0.482, 0.471, -0.989, 0.490, 0.497, -0.961, 0.478, 0.486],
  "homo_lumo_gap_ev": 9.870,
  "homo_energy_ev": -10.21
}

=====

--- B ---
{
  "formula": "H26O13",
  "method": "wB97M-V/def2-TZVPD",
  "species": ["O", "H", "H", "O", "H", "H", "O", "H", "H", "O", "H", "H", "O", "H", "H", "O", "H", "H", "O", "H", "H", "O", "H", "H", "O", "H", "H", "O", "H", "H", "O", "H", "H", "O", "H", "H", "O", "H", "H"],
  "xyz": [[3.821, 1.317, 1.636], [4.088, 1.525, 0.752], [3.621, 2.008, 2.144], [1.673, 3.722, 0.457], [0.813, 3.357, 0.616], [2.141, 2.888, 0.271], [2.783, -0.193, -1.845], [2.079, -0.813, -1.490], [3.544, -0.803, -1.622], [-3.851, 0.781, 0.932], [-3.489, 1.085, 1.824], [-4.417, 0.060, 1.030], [-0.172, 0.026, -1.737], [-0.423, 0.904, -1.872], [-0.956, -0.328, -1.218], [1.507, -0.961, 2.672], [1.582, -0.018, 2.835], [2.106, -1.333, 3.352], [1.715, -3.392, -0.809], [1.196, -3.383, 0.002], [0.875, -3.495, -1.279], [-2.940, -0.588, -1.802], [-2.807, 0.316, -2.035], [-2.822, -1.067, -2.530], [-1.702, 3.733, -0.054], [-1.155, 4.010, -0.892], [-2.074, 2.893, -0.324], [-0.815, -0.540, 0.514], [-1.165, -1.066, 1.243], [0.052, -0.387, 1.045], [2.997, 2.283, -1.615], [2.812, 1.243, -1.596], [2.320, 2.717, -2.217], [-3.593, -2.393, 1.226], [-2.733, -2.677, 0.971], [-3.914, -1.893, 0.513], [-0.612, -3.260, 0.657], [-1.259, -3.882, 0.058], [-0.826, -2.395, 0.190]],
  "nbo_charge": [-0.958, 0.492, 0.468, -0.953, 0.460, 0.483, -0.936, 0.518, 0.492, -0.955, 0.485, 0.470, -0.976, 0.450, 0.503, -0.959, 0.476, 0.487, -0.946, 0.486, 0.452, -0.928, 0.475, 0.465, -0.940, 0.474, 0.468, -0.960, 0.479, 0.511, -1.035, 0.498, 0.468, -0.935, 0.462, 0.468, -0.968, 0.473, 0.488],
  "homo_lumo_gap_ev": 9.885,
  "homo_energy_ev": -10.18
}

=====

--- C ---
{
  "formula": "H26O13",
  "method": "wB97M-V/def2-TZVPD",
  "species": ["O", "H", "H", "O", "H", "H", "O", "H", "H", "O", "H", "H", "O", "H", "H", "O", "H", "H", "O", "H", "H", "O", "H", "H", "O", "H", "H", "O", "H", "H", "O", "H", "H", "O", "H", "H", "O", "H", "H"],
  "xyz": [[-2.438, 0.504, 1.632], [-2.618, 0.444, 2.570], [-3.285, 0.346, 1.214], [0.600, -3.212, -0.168], [1.071, -4.039, -0.069], [1.279, -2.573, -0.384], [2.917, 1.840, 1.199], [3.401, 1.031, 1.036], [3.580, 2.529, 1.162], [-0.670, -1.896, -3.397], [-0.924, -1.341, -2.659], [-1.498, -2.237, -3.737], [-0.881, 2.615, 0.665], [-1.683, 2.188, 0.965], [-0.295, 2.584, 1.421], [0.369, -0.250, 0.391], [0.828, 0.529, 0.077], [-0.474, -0.231, -0.062], [1.443, -0.357, -2.684], [0.781, -0.982, -2.981], [2.237, -0.882, -2.578], [-1.289, -2.725, 1.578], [-0.654, -2.822, 0.869], [-1.270, -1.792, 1.791], [0.953, 1.857, 2.978], [1.627, 1.910, 2.301], [1.238, 1.141, 3.545], [1.998, -1.558, 2.411], [1.403, -1.762, 3.132], [1.443, -1.139, 1.753], [-2.080, -1.068, -1.194], [-2.214, -1.851, -0.661], [-2.964, -0.777, -1.420], [-1.305, 1.424, -2.777], [-1.602, 0.815, -2.101], [-0.581, 1.901, -2.370], [0.587, 3.032, -1.446], [0.006, 2.902, -0.696], [0.963, 3.902, -1.310]],
  "nbo_charge": [-0.947, 0.484, 0.476, -0.947, 0.484, 0.495, -0.950, 0.492, 0.487, -0.972, 0.493, 0.479, -0.986, 0.504, 0.501, -0.991, 0.496, 0.497, -0.953, 0.486, 0.453, -0.987, 0.490, 0.467, -0.991, 0.492, 0.475, -0.973, 0.468, 0.494, -0.977, 0.509, 0.484, -0.957, 0.446, 0.498, -0.987, 0.494, 0.471],
  "homo_lumo_gap_ev": 10.252,
  "homo_energy_ev": -10.37
}

=====

In hartree, relative to the most stable structure: A 0.0873; B 0.1078; C 0.0000.

=====

--- A ---
{
  "formula": "C4H3N",
  "method": "wB97M-V/def2-TZVPD",
  "species": ["C", "C", "C", "C", "N", "H", "H", "H"],
  "xyz": [[-1.551, 0.045, 0.037], [-0.094, -0.073, -0.091], [1.138, -0.247, -0.065], [2.531, -0.143, 0.017], [3.677, 0.129, 0.015], [-1.739, 1.017, -0.516], [-1.982, -0.748, -0.501], [-1.981, 0.021, 1.104]],
  "nbo_charge": [-0.703, 0.162, -0.182, 0.229, -0.267, 0.255, 0.247, 0.259],
  "homo_lumo_gap_ev": 10.897,
  "homo_energy_ev": -10.37,
  "smiles": "CC#CC#N"
}

=====

--- B ---
{
  "formula": "C4H3N",
  "method": "wB97M-V/def2-TZVPD",
  "species": ["C", "C", "C", "C", "N", "H", "H", "H"],
  "xyz": [[3.298, 0.115, -0.180], [2.160, 0.449, -0.133], [-0.821, 0.387, -0.224], [-2.066, -0.331, 0.052], [-1.703, 1.234, -0.092], [4.206, -0.388, 0.113], [-2.786, -0.809, -0.565], [-2.288, -0.656, 1.029]],
  "nbo_charge": [-0.463, 0.142, 0.252, -0.236, -0.324, 0.244, 0.201, 0.184],
  "homo_lumo_gap_ev": [9.103, 7.624],
  "homo_energy_ev": [-11.02, -9.97]
}

=====

In hartree, relative to the most stable structure: A 0.0000; B 0.2692.

=====

--- A ---
{
  "formula": "C5H11BrN",
  "method": "wB97M-V/def2-TZVPD",
  "species": ["C", "C", "C", "C", "C", "N", "Br", "H", "H", "H", "H", "H", "H", "H", "H", "H", "H", "H"],
  "xyz": [[-1.056, -2.635, -0.447], [-0.937, -0.493, 0.446], [0.020, 0.856, -1.251], [1.378, -0.462, 0.293], [0.156, 1.674, 0.971], [0.173, 0.411, 0.139], [-2.606, 0.256, 0.408], [-2.152, -2.790, -0.156], [-0.418, -3.390, -0.104], [1.032, 0.822, -1.688], [-0.624, 0.212, -1.793], [-0.472, 1.889, -1.298], [1.355, -1.300, -0.422], [2.447, -0.128, 0.158], [1.224, -0.765, 1.302], [0.206, 1.293, 2.039], [1.040, 2.311, 0.741], [-0.765, 2.237, 0.663]],
  "nbo_charge": [-0.059, -0.051, -0.424, -0.421, -0.416, -0.374, 0.216, 0.170, 0.142, 0.240, 0.245, 0.244, 0.249, 0.263, 0.232, 0.243, 0.253, 0.249],
  "homo_lumo_gap_ev": [8.684, 7.574],
  "homo_energy_ev": [-13.83, -12.84],
  "charge": 1
}

=====

--- B ---
{
  "formula": "C5H11BrN",
  "method": "wB97M-V/def2-TZVPD",
  "species": ["C", "C", "C", "C", "C", "N", "Br", "H", "H", "H", "H", "H", "H", "H", "H", "H", "H", "H"],
  "xyz": [[-0.625, 1.850, -0.235], [-0.799, 0.662, 0.353], [-1.763, 2.783, -0.428], [2.107, -1.325, 1.005], [1.181, -1.012, -0.083], [0.159, -1.971, -0.545], [-2.234, -0.439, 0.872], [0.423, 2.170, -0.458], [-1.657, 3.432, -1.254], [-2.539, 2.151, -0.939], [-2.240, 3.187, 0.443], [2.647, -0.444, 1.367], [2.809, -2.128, 0.792], [1.590, -1.781, 1.932], [1.390, -0.518, -0.964], [-0.326, -1.594, -1.379], [-0.735, -2.041, 0.003], [0.614, -2.982, -0.485]],
  "nbo_charge": [-0.283, -0.109, -0.665, -0.723, 0.077, -0.762, 0.148, 0.257, 0.248, 0.224, 0.253, 0.281, 0.250, 0.247, 0.197, 0.464, 0.438, 0.458],
  "homo_lumo_gap_ev": [8.360, 8.604],
  "homo_energy_ev": [-12.84, -13.05],
  "charge": 1
}

=====

In hartree, relative to the most stable structure: A 0.1103; B 0.0000.